Record 1
23
Properties=species:S:1:pos:R:3:forces:R:3 method="wB97M-V/def2-TZVPD" relative_energy_ev=7.473 homo_energy_ev=-9.8003 lumo_ev=-1.9891 orbital_gap_ha=0.287 total_charge=0
C 1.4221 0.5878 -0.5288 0.0 0.0 0.0
N -2.2136 -2.0826 -0.0787 -0.2 -0.7 -0.1
O -3.2128 -2.6447 0.3233 -0.3 -0.1 0.0
H 0.2933 -1.8852 2.2024 0.0 -0.1 0.1
N -2.7321 1.6283 0.3335 -0.4 0.6 0.4
H 1.7372 1.2908 -1.2844 0.0 0.1 -0.1
C 0.6176 -1.1904 1.4415 -0.2 0.1 -0.1
C 2.3590 0.0098 0.3123 -0.1 0.0 0.0
H 3.4024 0.2604 0.2023 0.1 0.0 0.0
O -1.5924 -2.3860 -1.0762 0.1 0.0 -0.3
C -0.9906 0.8896 -1.2772 0.4 0.2 -0.1
C 1.9543 -0.8729 1.2989 0.1 -0.1 0.1
C 0.0812 0.2784 -0.3919 -0.2 0.0 0.1
H 2.6806 -1.3156 1.9629 0.1 0.0 0.1
O -1.8755 2.3450 0.8141 0.2 0.2 0.1
C -1.7408 -0.9754 0.6954 -0.8 3.5 -1.5
H -0.7633 1.9570 -1.3740 -0.1 -0.1 -0.2
C -0.3279 -0.6223 0.5911 0.5 -0.1 0.0
O -3.8962 1.6007 0.6808 -0.3 0.0 0.1
H -2.3065 -0.8117 1.6039 0.0 -0.2 0.0
H -0.9426 0.4170 -2.2614 -0.2 0.1 0.1
C -2.3423 0.7283 -0.6973 1.2 -3.5 1.4
H -3.1657 0.2864 -1.2380 -0.1 0.3 0.0

=====

Record 2
75
Properties=species:S:1:pos:R:3:forces:R:3 method="wB97M-V/def2-TZVPD" relative_energy_ev=0.736 homo_energy_ev="-9.3034 / -10.8731" spin_multiplicity=5 lumo_ev="-2.5653 / -5.0997" orbital_gap_ha="0.248 / 0.212" total_charge=+1
C -1.6030 1.2941 -1.6971 0.1 -0.1 0.0
C -3.8646 -3.8475 0.2397 -0.1 0.0 -0.1
H -2.4006 3.2662 7.2390 0.0 0.0 0.0
C 0.8987 -1.1185 3.8529 0.0 0.0 0.1
H -1.1186 -0.5288 -6.0842 0.0 0.0 0.0
H 1.4183 -3.7969 -4.9815 0.0 0.0 0.0
C -0.5542 -1.8585 -3.0387 0.0 -0.1 0.3
H -1.7959 -0.2471 -3.7300 0.0 0.0 0.0
H -2.1976 0.6837 -1.0328 0.0 0.0 0.0
C -1.8532 2.6377 3.3077 0.1 0.0 -0.1
H -2.9004 -3.2110 2.0672 0.0 0.0 0.0
C -0.7007 -1.1791 -5.3275 0.0 0.0 0.0
Ir 0.3017 -0.7631 -0.3034 0.9 -0.8 0.0
H 2.5566 -2.3419 -0.3837 0.0 0.0 0.0
H 1.0513 3.2354 5.7729 0.0 0.0 0.0
H 0.4948 -2.2911 -6.7178 0.0 0.0 0.0
H -2.6658 2.4763 2.6120 0.0 0.0 0.0
C 0.2342 3.0623 5.0822 0.0 0.0 0.0
N -0.3027 0.9531 -1.7904 -0.3 0.2 0.1
C 0.4825 1.6848 -2.5611 0.1 -0.1 0.0
C -1.9009 -2.4421 -1.1096 0.0 0.0 -0.1
C -1.9267 -2.4736 0.3138 0.2 0.0 0.1
H 0.7344 -3.5162 -2.6177 0.0 0.0 0.0
H 4.7977 -2.6892 -1.3374 0.0 0.0 0.0
C 0.5284 -1.2520 2.5131 -0.1 -0.2 0.1
H 4.1863 0.8799 -3.6459 0.0 0.0 0.0
N -0.6406 -1.8654 2.1987 0.4 0.2 -0.3
H 0.7074 3.4114 -3.8232 0.0 0.0 0.0
H -3.2035 2.5739 -2.2606 0.0 0.0 0.0
C 2.9547 -1.6599 -1.1238 0.0 0.1 -0.1
C -3.8509 -3.8355 -1.1633 0.0 0.0 0.1
C -1.0837 -1.0150 -4.0023 -0.1 0.0 -0.1
C 4.6593 -0.9056 -2.5767 0.1 -0.1 0.0
H 0.2381 -1.5178 4.6076 0.0 0.0 0.0
C 0.3425 -2.8609 -3.3861 0.1 0.0 -0.1
C -2.1120 2.9157 4.6381 0.0 0.0 0.0
C 3.8561 0.1398 -2.9296 0.0 0.0 0.0
H -1.1625 4.5176 7.1860 0.0 0.0 0.0
C -1.3095 3.1443 -3.1423 0.0 0.0 0.0
H -2.8465 -3.1368 -2.9242 0.0 0.0 0.0
H -3.1369 2.9694 4.9842 0.0 0.0 0.0
O -0.7576 0.8123 1.0169 -0.4 0.2 0.0
O -0.8650 3.1533 0.3472 0.1 0.0 0.1
C 4.1986 -1.8474 -1.6485 0.0 0.0 0.0
C -2.9037 -3.1835 0.9880 0.0 0.0 0.0
C 2.8682 0.0521 3.1454 0.0 0.0 0.0
H 3.0340 0.2866 1.0148 0.0 0.0 0.0
C -0.5368 2.5687 2.8684 0.0 0.0 0.2
N 1.8084 1.3156 -2.7798 0.0 0.1 0.0
H 2.3613 -0.3374 5.1974 0.0 0.0 0.0
N 1.3435 -0.7691 1.5178 -0.1 0.2 0.1
N -0.8612 -1.8048 0.8828 -0.7 0.0 0.3
H 1.5277 2.7324 3.3909 0.0 0.0 0.0
C 0.7225 -3.0139 -4.7109 0.0 0.0 0.0
H -4.6443 -4.3932 0.7543 0.0 0.0 0.0
C 0.5101 2.7814 3.7526 0.0 0.0 0.0
N 2.1372 -0.6279 -1.4670 0.0 0.2 0.1
C 2.0704 -0.4606 4.1628 0.0 0.0 0.1
O 1.2646 2.1386 1.0483 0.1 0.3 -0.2
C -2.8730 -3.1501 -1.8434 0.1 0.0 0.0
C 0.0217 2.8176 -3.2338 0.0 0.0 0.0
S -0.1801 2.1990 1.1847 0.0 -0.2 -0.3
C -2.1546 2.3489 -2.3752 0.0 0.0 0.0
H 2.2852 1.9209 -3.4295 0.0 0.0 0.1
H -1.6876 4.0156 -3.6593 0.0 0.0 0.0
C 2.4579 -0.1127 1.8374 0.1 -0.1 -0.1
N -0.8796 -1.7220 -1.6474 -0.2 0.1 -0.3
H -4.6144 -4.3680 -1.7119 0.0 0.0 0.0
C 2.5708 0.2585 -2.3645 -0.1 0.0 0.0
H 5.6445 -0.9997 -3.0135 0.0 0.0 0.0
C -1.0756 3.1336 5.5443 0.0 0.0 0.0
C 0.2036 -2.1698 -5.6836 0.0 0.0 0.0
C -1.3606 3.4636 6.9844 0.0 0.0 0.0
H -0.7294 2.8801 7.6549 0.0 0.0 0.0
H 3.7813 0.5896 3.3510 0.0 0.0 0.0

=====

Record 3
52
Properties=species:S:1:pos:R:3:forces:R:3 method="wB97M-V/def2-TZVPD" relative_energy_ev=0.000 homo_energy_ev="-7.6042 / -7.5475" spin_multiplicity=2 lumo_ev="0.1976 / 0.2087" orbital_gap_ha="0.287 / 0.285" total_charge=0
H -2.5194 -2.8176 -0.8616 0.0 0.0 0.0
C 2.3109 -0.1274 1.8974 0.0 0.0 0.0
Cu 0.2673 1.2894 0.3836 -0.1 0.0 0.1
C -0.5774 3.6991 -1.7040 0.0 0.0 0.0
O -1.4069 2.0049 -0.1988 0.0 0.1 0.0
C -0.1305 -4.8252 0.4308 0.0 0.0 0.0
H -0.9866 -3.7466 3.9048 0.0 0.0 0.0
H 1.4602 -3.8806 4.3445 0.0 0.0 0.0
H 1.9691 -4.3860 0.4754 0.0 0.0 0.0
H -1.9149 -1.9291 2.5305 0.0 0.0 0.0
H -0.0207 -5.7750 0.9388 0.0 0.0 0.0
H 2.9417 -2.1546 3.3860 0.0 0.0 0.0
C -1.5315 -3.1613 -0.5877 0.0 0.0 0.0
C -0.3239 -2.9968 3.4882 0.0 0.0 0.0
C -0.8523 -1.9905 2.7262 0.0 0.0 0.0
H -2.4330 -0.2754 -1.0985 0.0 0.0 0.0
H 1.7045 -2.2042 -0.6860 0.0 0.0 0.0
C -3.2291 4.4181 -2.1342 0.0 0.0 0.0
C -0.9146 4.7441 -2.5886 0.0 0.0 0.0
H -2.2632 -4.9841 0.2684 0.0 0.0 0.0
H 1.5043 3.9650 -2.1767 0.0 0.0 0.0
H -4.2638 4.6962 -2.2969 0.0 0.0 0.0
C -1.6043 2.9851 -1.0164 0.0 0.0 0.0
O -0.5979 -0.0789 1.4178 0.0 0.0 -0.1
C -2.2139 5.1131 -2.8117 0.0 0.0 0.0
C -0.4134 -2.3792 -0.8630 0.0 0.0 0.0
C 0.8470 -2.8295 -0.4754 0.0 0.0 0.0
H 4.0615 1.3226 0.7275 0.0 0.0 0.0
H -0.1087 5.2608 -3.0994 0.0 0.0 0.0
C 0.8127 3.3942 -1.5491 0.0 0.0 0.0
C 3.0715 1.7847 0.6866 0.0 0.0 0.0
H -2.4552 5.9178 -3.4917 0.0 0.0 0.0
H 3.3549 -0.2871 2.1862 0.0 0.0 0.0
H -2.4162 -1.3369 -2.5239 0.0 0.0 0.0
H 2.8836 1.3608 -1.4109 0.0 0.0 0.0
H 3.3225 3.0502 -1.0652 0.0 0.0 0.0
C 0.9887 -4.0462 0.1681 0.0 0.0 0.0
N 1.2939 2.5175 -0.7516 0.0 -0.1 0.0
C -0.0335 -0.9876 2.1401 0.0 0.0 0.1
N 2.0337 0.8719 1.1446 0.0 0.0 0.0
C -1.3893 -4.3822 0.0550 0.0 0.0 0.0
O 0.4789 -0.3661 -1.6983 0.0 0.0 0.0
C 2.7140 2.2037 -0.7346 0.0 0.0 0.0
H -1.7403 0.3157 -2.6126 0.0 0.0 0.0
C 1.8723 -2.1213 3.2039 0.0 0.0 0.0
C 1.3661 -1.0721 2.4084 0.0 0.0 0.0
C -1.8667 -0.5647 -1.9876 0.0 0.1 0.0
H -3.7238 2.8615 -0.7468 0.0 0.0 0.0
C 1.0566 -3.0814 3.7385 0.0 0.0 0.0
C -0.5184 -1.0507 -1.5421 0.1 0.0 0.1
H 3.0746 2.6671 1.3332 0.0 0.0 0.0
C -2.9412 3.3945 -1.2709 0.0 0.0 0.0

=====

Record 4
14
Properties=species:S:1:pos:R:3:forces:R:3 method="wB97M-V/def2-TZVPD" relative_energy_ev=5.113 homo_energy_ev=-8.8776 lumo_ev=0.8121 orbital_gap_ha=0.356 total_charge=0
H 2.1837 0.0682 -1.2506 0.0 0.0 0.1
H -0.7729 1.2780 -0.4422 -0.1 -0.2 0.0
O -0.1501 -0.3454 1.4942 0.1 -0.1 0.2
C 1.8444 0.3762 -0.2496 0.0 0.0 0.1
C -0.4182 -0.7711 0.1336 -0.1 0.0 -0.2
H -2.5709 0.4494 0.7846 -0.1 0.0 -0.1
H -1.2330 0.0692 -1.6598 0.0 0.0 0.1
H 2.7453 0.5384 0.3484 -0.1 0.0 -0.1
H 1.3075 1.3254 -0.3601 0.0 -0.2 0.0
H 0.7238 -1.0093 1.6122 -0.1 0.1 0.2
C -1.2215 0.2869 -0.5869 0.3 0.0 -0.2
H -0.9296 -1.7375 0.0934 0.1 0.1 0.0
C 1.0608 -0.7953 0.2475 0.1 0.2 -0.4
O -2.5694 0.2670 -0.1645 -0.1 0.1 0.3

=====

Record 5
10
Properties=species:S:1:pos:R:3:forces:R:3 method="wB97M-V/def2-TZVPD" relative_energy_ev=2.953 homo_energy_ev=-8.7499 lumo_ev=0.4145 smiles="[H]/N=N/C(N)=C=N" orbital_gap_ha=0.337 total_charge=0
H -0.4867 -1.6422 -1.6833 0.0 0.0 0.1
N -0.3872 -1.6341 -0.6734 -0.2 0.1 -0.1
H 2.6088 0.5251 1.1791 0.0 0.0 0.0
H -1.6907 2.2182 0.6621 0.1 -0.1 0.0
C -0.1164 -0.3360 -0.1808 0.2 0.1 0.0
N -1.1759 0.5859 0.0224 0.3 0.4 0.2
N 2.2151 0.5773 0.2409 -0.6 -0.4 -0.1
N -0.8437 1.6404 0.6029 -0.4 -0.3 -0.2
H -1.2439 -1.9979 -0.2705 0.1 0.0 0.0
C 1.1206 0.0635 0.1006 0.4 0.2 0.1

=====

Record 6
37
Properties=species:S:1:pos:R:3:forces:R:3 method="wB97M-V/def2-TZVPD" relative_energy_ev=0.988 homo_energy_ev=-8.0493 lumo_ev=0.8648 smiles=Cc1c[nH]c2ccccc12.CCc1ccccc1 orbital_gap_ha=0.328 total_charge=0
H -0.1136 -2.3812 -2.5508 0.0 -0.7 -0.4
H 4.7424 -1.5671 -2.2405 0.2 -0.1 0.5
C 3.7028 -1.8295 -2.1196 -0.7 -0.2 0.3
C 0.9618 -2.3373 -2.4409 0.8 0.7 1.0
H -0.5578 -1.1017 1.8847 0.4 -0.1 -0.8
H 1.7599 1.6839 3.7556 0.5 -0.2 -0.2
N -1.7850 3.0464 2.3465 0.6 -2.1 1.0
C -3.1909 1.5410 0.9128 -0.5 -0.4 0.6
C 2.7663 -0.9289 -1.6342 0.0 0.2 -0.7
C -1.1833 -0.3474 1.4084 0.3 -0.9 0.9
H -4.1838 -0.0251 -0.0886 0.1 -0.1 -0.3
H 0.1667 1.1505 -3.5278 0.1 0.0 -0.1
H 0.7845 0.3319 4.2222 0.0 0.1 -0.1
C -2.2482 -0.7024 0.6033 -0.8 1.1 0.2
C 0.4530 0.0180 -1.6837 0.1 -0.1 0.7
C -0.3355 0.3743 -2.9543 0.1 0.0 0.5
C -1.0558 0.9429 1.9101 -0.8 0.4 0.3
H -0.1431 3.6982 3.4926 0.3 -0.2 0.2
C -2.0964 1.8679 1.7035 0.3 -0.1 -1.1
C 1.4120 -1.1476 -1.8711 -0.2 0.8 -0.2
H 3.0360 0.0325 -1.2146 0.3 0.0 -0.1
H -0.4188 -0.5122 -3.5778 -0.3 0.1 -0.2
C 1.9029 -3.3306 -2.7193 -1.7 0.1 -0.1
H -1.3221 0.7594 -2.6968 -0.1 -0.1 -0.1
C 1.1080 0.9149 3.3478 -0.6 0.2 1.1
H 1.5994 0.1766 2.7195 0.2 0.4 -0.4
H -0.1839 -0.1711 -0.8153 -0.4 -0.3 -0.5
H -2.4047 -1.6489 0.1121 0.3 -0.4 0.4
C -0.0876 1.5959 2.7628 0.1 -0.9 -0.1
C 3.2395 -3.0641 -2.5655 1.3 0.1 -0.6
C -0.5583 2.8376 2.9914 -0.1 1.0 -0.5
H 0.9929 0.8871 -1.3084 0.3 0.1 -0.3
H 3.9992 -3.7544 -2.9123 -0.2 -0.3 0.0
H 1.4957 -4.2475 -3.1293 0.5 -0.2 0.0
C -3.2694 0.2499 0.4179 0.2 0.2 -0.3
H -1.9807 3.8863 1.9056 -0.6 1.9 -0.6
H -4.0618 2.1821 0.8421 0.2 0.2 -0.1

=====

Record 7
51
Properties=species:S:1:pos:R:3:forces:R:3 method="wB97M-V/def2-TZVPD" relative_energy_ev=0.000 homo_energy_ev=-7.6034 lumo_ev=0.1322 orbital_gap_ha=0.284 total_charge=0
H 8.9742 -2.2270 -1.7887 -0.1 0.4 0.1
O 0.8601 -1.3556 3.4875 -0.4 0.2 -0.5
H -1.7296 -1.3387 0.1244 0.1 0.5 0.3
C -2.9984 0.3217 0.7253 -0.1 -0.2 0.3
S 0.5425 -1.2571 2.0771 0.1 -1.5 0.0
C 7.6136 -2.9188 -0.3024 -0.6 0.0 0.9
H 3.4025 -0.7700 2.6264 1.0 -1.4 -0.6
H 4.0189 -4.7074 4.9413 -0.1 0.2 -0.2
C -1.8951 -0.5303 0.8474 0.2 0.1 0.0
H 3.5828 -3.7873 0.0955 -0.1 -0.1 0.4
H 3.4638 -2.4100 4.1366 0.1 -0.1 0.0
H 8.2101 -3.8211 -0.1088 -0.3 0.4 -0.1
H 5.3774 -7.2549 3.0411 -0.1 0.1 0.1
C -2.3253 1.5204 2.7067 -0.4 -0.2 0.1
C 4.0445 -5.5571 2.9742 -0.3 0.3 0.1
C 4.4231 -6.9270 3.4654 -0.1 -0.1 0.2
O 0.4795 -2.4423 1.2430 -0.6 0.3 0.4
H 6.5196 1.6251 -1.9809 0.1 0.3 -0.1
C 3.3980 -1.4115 1.6795 -0.6 2.5 2.1
C 3.8906 -4.5020 3.8781 0.3 -0.2 -0.2
H 4.8586 2.1793 -1.7995 -0.4 0.1 -0.4
H 6.0047 2.5708 -0.5664 0.2 -0.2 0.3
Br 1.6413 1.4719 1.8300 1.2 -0.1 0.5
C -1.0331 -0.3420 1.9299 0.7 -0.1 0.0
H 1.6468 -0.2577 0.2435 0.7 -1.0 0.6
H -0.6337 0.7527 3.7674 0.0 -0.1 -0.5
C 3.6378 -3.9753 1.1722 0.1 0.0 -0.3
C 5.6695 -1.5592 0.1949 -0.1 0.5 0.0
C 7.4014 -0.7582 -1.4038 0.6 -1.3 -0.2
C 3.6028 -2.8876 2.0664 -2.1 -0.5 0.1
C -1.2651 0.6475 2.8827 0.1 0.1 0.1
H 3.8799 -6.1381 0.9309 -0.1 0.4 -0.1
H 3.6372 1.0420 0.3069 -0.1 0.4 0.0
C 5.7170 1.7951 -1.2743 0.1 0.1 -0.3
C 4.3858 0.2947 0.1689 0.0 -0.9 0.2
H -4.1543 1.9315 1.6118 0.5 -0.2 -0.1
C 4.4372 -0.9622 0.7435 1.0 1.5 -1.6
C 3.6350 -3.2138 3.4254 0.1 0.5 0.1
C -3.2551 1.3077 1.6855 0.4 0.1 -0.4
C 8.0820 -1.9703 -1.2205 -0.4 0.1 0.0
H -3.6454 0.2111 -0.1415 -0.1 -0.1 0.3
H -2.4030 2.3676 3.3789 -0.3 -0.2 0.1
C 6.2082 -0.5985 -0.7351 -0.5 0.1 1.3
C 3.8219 -5.2952 1.6216 0.4 0.7 0.0
H 7.7637 -0.0166 -2.0914 0.2 0.2 -0.1
H 4.5213 -6.8927 4.5549 0.0 -0.2 -0.2
N 5.4145 0.5302 -0.6796 0.2 -0.5 0.1
C 1.9375 -0.4242 1.3097 -1.4 -0.9 -1.3
H 3.6764 -7.6897 3.2097 0.1 0.2 0.0
H 6.1676 -3.3957 1.2686 0.1 0.4 -0.8
C 6.4396 -2.7003 0.4539 0.6 -0.5 -0.2

=====

Record 8
14
Properties=species:S:1:pos:R:3:forces:R:3 method="wB97M-V/def2-TZVPD" relative_energy_ev=1.399 homo_energy_ev=-14.3521 lumo_ev=-3.7664 smiles=N[C@H]([NH3+])O[SiH3] orbital_gap_ha=0.389 total_charge=+1
H -2.5675 0.1882 0.1421 0.3 0.0 1.2
Si 2.2358 0.2560 -0.0083 0.9 -0.3 0.1
N -0.5857 -1.4156 -0.1842 0.4 1.2 0.4
H 0.0986 -1.5542 -0.9454 -1.4 -0.2 0.4
H -1.8058 0.9420 -0.9749 1.1 -0.6 1.1
N -1.6916 0.7166 0.0691 -1.1 0.3 -3.8
H 2.6106 0.6107 -1.3707 0.7 0.1 0.0
H 2.3007 1.1794 1.0925 0.5 0.6 0.4
O 0.5821 0.4777 -0.3544 0.4 0.7 0.5
C -0.4000 -0.0392 0.3551 -1.8 -4.5 0.7
H -1.7549 1.6391 0.4304 -0.1 1.0 1.4
H -1.5359 -1.7637 -0.2676 0.6 -0.3 -0.2
H -0.4074 -0.2053 1.5039 0.6 1.2 -1.6
H 2.9212 -1.0317 0.5122 -1.1 0.6 -0.7